Entry 1:
Density functional theory data (wB97M-V/def2-TZVPD) for a molecular structure, C51H44BrErFN7O7PS in a non-equilibrium geometry.

As for the expectation value of S²: 4.0837. As for the spin multiplicity: 4. The net charge is +1. Its electronic energy is -198858.063 eV. For the HOMO energy (alpha / beta), the calculation gives -8.95 / -8.36 eV.

Each line ends with the Mulliken spin population.
Geometry (Å):
Er1 0.9849 0.3954 -0.9492  3.034
Br1 -6.2631 3.0273 -2.7230  0.000
C1 -4.4100 2.5443 -2.4364  0.000
C2 -3.8572 1.7013 -3.4274  0.000
C3 -2.5187 1.3660 -3.5008  -0.001
C4 -1.6799 1.6337 -2.3557  -0.002
O1 -0.4308 1.2805 -2.3457  -0.004
C5 -2.2365 2.3914 -1.2759  -0.001
C6 -1.5019 2.6989 -0.1034  0.000
N1 -0.3278 2.1395 0.2290  -0.003
C7 0.1345 2.1846 1.5318  0.002
C8 -0.6726 2.3627 2.6771  0.000
C9 -0.1635 2.8263 3.8952  0.000
C10 1.2107 2.9217 4.0827  0.000
C11 2.1283 2.4617 3.1033  0.000
C12 3.5012 2.1743 3.3420  0.001
C13 4.2369 1.6221 2.2817  0.001
C14 3.6450 1.3381 1.0486  0.003
N2 2.3673 1.6183 0.7986  -0.001
C15 1.5360 2.0754 1.8035  -0.007
C16 -3.6264 2.7870 -1.3284  0.000
H1 -4.5072 1.3307 -4.2205  0.000
H2 -2.0582 0.8292 -4.3824  0.000
H3 -1.7602 3.5159 0.5726  0.000
H4 -1.7610 2.1553 2.5779  0.000
H5 -0.8255 3.2725 4.6647  0.000
H6 1.6206 3.3295 5.0213  0.000
H7 3.8690 2.4112 4.3046  0.000
H8 5.2871 1.3160 2.4098  0.000
H9 4.1998 0.8570 0.2708  0.002
H10 -3.9545 3.3178 -0.4160  0.000
N3 2.7742 0.0498 -2.7715  -0.007
C17 2.8715 0.6481 -4.0820  0.000
C18 3.3245 -0.1919 -5.1326  0.002
C19 3.3710 0.3346 -6.4386  0.000
C20 3.0866 1.7099 -6.6075  0.000
C21 2.6842 2.5155 -5.5900  0.000
C22 2.4891 1.9604 -4.2904  0.000
P1 1.9493 2.9910 -2.8596  0.002
C23 3.4066 3.9968 -2.6090  -0.001
C24 3.8630 4.8723 -3.6194  0.000
C25 5.0575 5.5344 -3.4522  0.000
C26 5.7993 5.4182 -2.2970  0.000
C27 5.2405 4.7678 -1.2167  0.000
C28 4.0339 4.1047 -1.3981  0.000
C29 0.7429 4.1675 -3.5896  0.000
C30 0.7781 5.5531 -3.3353  0.000
C31 -0.0705 6.3857 -4.0483  0.000
C32 -0.8782 5.8781 -5.1441  0.000
C33 -0.9029 4.5150 -5.3464  0.000
C34 -0.1452 3.6529 -4.5335  0.000
H11 3.5984 0.2309 -2.2223  0.000
H12 2.6825 -0.9793 -2.8223  0.004
H13 3.7876 -1.1740 -4.8344  -0.003
H14 3.8027 -0.2840 -7.2247  0.000
H15 3.1505 2.1725 -7.5537  0.000
H16 2.4120 3.5573 -5.7837  0.000
H17 3.2799 4.9833 -4.5420  0.000
H18 5.5170 6.0700 -4.2911  0.000
H19 6.7094 6.0772 -2.2338  0.000
H20 5.7563 4.7845 -0.2601  0.000
H21 3.5458 3.6151 -0.5064  0.000
H22 1.2864 5.9236 -2.4548  0.000
H23 -0.1252 7.4096 -3.8541  0.000
H24 -1.5663 6.5238 -5.6900  0.000
H25 -1.4705 4.0051 -6.1458  0.000
H26 -0.4080 2.4885 -4.5337  0.000
F1 -3.0494 -1.1347 4.6837  0.000
C35 -2.6985 -2.0140 3.6705  0.000
C36 -2.0441 -1.5098 2.5286  -0.001
C37 -1.4382 -2.4206 1.5975  0.006
C38 -0.6585 -1.8681 0.5407  -0.008
O2 -0.0511 -0.7098 0.6904  -0.008
C39 -0.3939 -2.8344 -0.5303  -0.010
C40 -0.5902 -4.1622 -0.2668  0.006
N4 -1.2755 -4.7138 0.7867  0.001
C41 -1.1038 -6.1086 0.9634  0.000
C42 0.2923 -6.7437 1.0576  -0.001
C43 -0.5267 -6.5235 2.2191  0.000
C44 -1.7270 -3.8051 1.7684  0.000
C45 -2.6883 -4.2095 2.6990  0.000
C46 -3.1640 -3.3650 3.7642  0.000
N5 -4.0262 -3.8449 4.7631  0.000
C47 -4.5384 -2.9680 5.7701  0.000
C48 -5.1931 -3.7924 6.9669  0.000
N6 -4.5698 -5.1823 6.9627  0.000
C49 -4.8603 -5.9520 5.7050  0.000
C50 -4.8530 -5.0149 4.5381  0.000
C51 0.4034 -2.5061 -1.7269  0.003
O3 1.0823 -3.4156 -2.2562  -0.001
O4 0.3647 -1.3149 -2.1133  0.004
H27 -1.8615 -0.4620 2.4598  0.000
H28 -0.2245 -4.9448 -0.9399  0.002
H29 -1.9373 -6.7605 0.5305  0.000
H30 1.2434 -6.2003 0.9157  0.000
H31 0.2243 -7.7141 0.5982  0.000
H32 -0.2341 -5.7034 2.9262  0.000
H33 -0.9778 -7.4851 2.6042  0.000
H34 -3.2391 -5.1630 2.5014  0.000
H35 -5.2514 -2.2251 5.3754  0.000
H36 -3.7203 -2.4242 6.2872  0.000
H37 -6.2884 -3.8888 6.7163  0.000
H38 -5.0226 -3.2129 7.8452  0.000
H39 -4.9794 -5.7258 7.7368  0.000
H40 -3.5376 -5.1641 7.1513  0.000
H41 -5.8421 -6.5216 5.7442  0.000
H42 -3.9961 -6.7041 5.6634  0.000
H43 -5.9173 -4.7489 4.1816  0.000
H44 -4.4724 -5.6641 3.6972  0.000
O5 2.6405 -1.0317 -0.4426  -0.093
S1 3.2651 -2.4437 -0.4814  -0.322
N7 4.7182 -2.2388 0.1529  -0.049
O6 5.0436 -3.3383 0.9120  0.226
O7 4.0744 -4.2747 1.2471  0.225

***

Entry 2:
Density functional theory data (wB97M-V/def2-TZVPD) for C20H24ClN3O3S in the gas phase.

As for the relative energy (zero: lowest compared OMol25 entry of this formula, charge and spin): 1.9 kcal/mol. Its electronic energy is -55101.066 eV. The structure (SMILES) is COCc1csc(C(=O)N2CCC[C@@H](NC(=O)c3ccc(Cl)c(N)c3)[C@@H]2C)c1. For the HOMO energy, the calculation gives -8.58 eV.

Each line ends with the Mulliken charge.
Geometry (Å):
C1 4.0007 -3.9720 1.3128  -0.740
O1 2.7307 -4.0578 0.7103  -0.325
C2 1.7240 -3.5008 1.5306  -0.425
C3 0.4264 -3.5073 0.7900  0.572
C4 -0.7170 -4.1012 1.2275  -0.659
S1 -2.0224 -3.8634 0.1465  -0.201
C5 -1.0370 -2.9479 -0.9170  0.683
C6 -1.5620 -2.3698 -2.1902  0.145
O2 -1.3650 -2.9474 -3.2441  -0.632
N1 -2.3268 -1.2287 -2.1179  0.163
C7 -2.8003 -0.7298 -3.4107  -0.908
C8 -1.7160 0.1358 -4.0471  -0.657
C9 -1.2487 1.2317 -3.0884  -0.965
C10 -0.9188 0.6878 -1.6976  0.084
N2 -0.5332 1.7774 -0.8233  -0.025
C11 0.4178 1.6373 0.1379  0.417
O3 1.0292 0.5970 0.3152  -0.608
C12 0.6682 2.8519 0.9851  0.105
C13 0.4349 4.1501 0.5382  -0.430
C14 0.6978 5.2138 1.3841  -0.819
C15 1.1785 4.9830 2.6598  0.435
Cl1 1.5037 6.3354 3.7041  -0.245
C16 1.4268 3.6899 3.1297  0.500
N3 1.8637 3.4580 4.4181  -0.541
C17 1.1655 2.6329 2.2576  -0.725
C18 -2.1213 -0.1190 -1.1671  0.217
C19 -2.0679 -0.4519 0.3160  -2.017
C20 0.2394 -2.8541 -0.4622  -0.847
H1 4.7186 -4.4139 0.6256  0.249
H2 4.2804 -2.9290 1.5034  0.301
H3 4.0302 -4.5204 2.2622  0.291
H4 1.6314 -4.0699 2.4651  0.387
H5 1.9945 -2.4681 1.7934  0.218
H6 -0.8524 -4.6846 2.1246  0.483
H7 -3.0463 -1.5764 -4.0444  0.451
H8 -3.7078 -0.1492 -3.2270  0.428
H9 -0.8769 -0.5136 -4.3061  0.333
H10 -2.0807 0.5797 -4.9755  0.433
H11 -0.3763 1.7487 -3.4925  0.322
H12 -2.0432 1.9820 -2.9781  0.437
H13 -0.0597 0.0140 -1.7413  0.183
H14 -1.0864 2.6179 -0.8306  0.367
H15 0.0955 4.3459 -0.4702  0.494
H16 0.5427 6.2331 1.0583  0.416
H17 2.3111 2.5712 4.5764  0.237
H18 2.3020 4.2328 4.8879  0.186
H19 1.3532 1.6132 2.5707  0.380
H20 -3.0110 0.5077 -1.3024  0.200
H21 -2.1658 0.4808 0.8737  0.563
H22 -2.9066 -1.0909 0.5873  0.436
H23 -1.1393 -0.9262 0.6193  0.255
H24 1.0221 -2.3157 -0.9780  0.398

***

Entry 3:
Density functional theory data (wB97M-V/def2-TZVPD) for a molecular structure, C30H25AsKN4O6S3 in a non-equilibrium geometry.

As for the relative energy (zero: lowest compared OMol25 entry of this formula, charge and spin): 0.0 kcal/mol. The net charge is -1. Its electronic energy is -159433.374 eV. For the HOMO energy, the calculation gives -5.69 eV.

Each line ends with the Mulliken charge.
Geometry (Å):
K1 0.2674 -0.4657 -0.3506  1.152
N1 -2.8615 1.0063 3.0272  0.038
C1 -2.5001 1.4849 4.2997  0.197
C2 -3.4532 1.8052 5.2535  -0.737
C3 -3.0555 2.2576 6.5072  -0.616
C4 -1.7103 2.4299 6.7874  -0.558
C5 -0.7580 2.1434 5.8146  -0.613
C6 -1.1449 1.6410 4.5826  0.849
S1 0.0341 1.1415 3.3738  -0.088
N2 -0.8094 1.3953 1.9107  -0.507
C7 -2.0722 1.2489 1.9152  0.713
C8 -2.8039 1.3666 0.6144  -0.357
C9 -3.9344 2.1625 0.4768  -0.482
C10 -4.5123 2.2773 -0.7815  -0.481
C11 -3.9635 1.5793 -1.8428  -0.732
C12 -2.8577 0.7769 -1.5929  -0.218
N3 -2.2831 0.6887 -0.4013  0.145
H1 -3.8447 0.8863 2.8494  0.304
H2 -4.5061 1.6832 5.0193  0.336
H3 -3.8028 2.4808 7.2578  0.371
H4 -1.3957 2.7908 7.7584  0.374
H5 0.2965 2.2884 6.0201  0.415
H6 -4.3257 2.7149 1.3217  0.453
H7 -5.3750 2.9147 -0.9279  0.410
H8 -4.3762 1.6411 -2.8407  0.382
H9 -2.3929 0.1984 -2.3868  0.459
O1 0.2813 -3.3942 -2.0755  -0.724
As1 1.2203 -2.2890 -3.1015  0.993
O2 1.1972 -2.8494 -4.6317  -0.790
O3 0.7639 -0.7685 -2.6615  -0.878
C13 3.0945 -2.5830 -2.4574  -0.642
C14 3.8990 -3.0294 -3.5081  -0.408
C15 5.2569 -3.2741 -3.3574  -0.630
C16 5.8551 -3.0803 -2.1222  -0.513
C17 5.0781 -2.6520 -1.0564  -0.691
C18 3.7173 -2.4003 -1.2089  0.453
S2 2.9112 -1.8657 0.3148  1.456
O4 3.7639 -2.3004 1.4017  -0.736
O5 1.6017 -2.5603 0.3159  -0.514
O6 2.7368 -0.4202 0.2393  -0.826
H10 0.6164 -3.3476 -1.1652  0.460
H11 3.4147 -3.1851 -4.4645  0.537
H12 5.8370 -3.6185 -4.2061  0.365
H13 6.9118 -3.2691 -1.9751  0.369
H14 5.5205 -2.5239 -0.0775  0.445
N4 -1.2521 -1.8537 1.7270  -0.164
S3 -1.5384 -2.7682 2.9759  -0.182
C19 -1.4587 -4.4924 2.4685  0.696
C20 -0.3521 -4.9426 1.7561  -0.332
C21 -0.3436 -6.2419 1.2771  -0.825
C22 -1.4244 -7.0850 1.5205  -0.413
C23 -2.5199 -6.6273 2.2368  -0.543
C24 -2.5425 -5.3188 2.7085  -0.330
C25 -0.1181 -2.8285 4.0873  0.475
C26 1.1070 -2.3316 3.6790  0.239
C27 2.1932 -2.4046 4.5415  -0.737
C28 2.0339 -2.9505 5.8095  -0.526
C29 0.7911 -3.4267 6.2189  -0.536
C30 -0.2932 -3.3648 5.3561  -0.602
H15 -0.4429 -2.2336 1.2279  -0.030
H16 0.4845 -4.2816 1.5523  0.277
H17 0.5049 -6.5907 0.7021  0.428
H18 -1.4131 -8.0981 1.1376  0.365
H19 -3.3644 -7.2800 2.4193  0.364
H20 -3.4015 -4.9414 3.2515  0.384
H21 1.2148 -1.9034 2.6861  0.438
H22 3.1555 -2.0421 4.2007  0.490
H23 2.8791 -3.0040 6.4853  0.382
H24 0.6683 -3.8439 7.2110  0.365
H25 -1.2651 -3.7377 5.6641  0.381

***

Entry 4:
Density functional theory data (wB97M-V/def2-TZVPD) for a molecular structure, C5H8NO6 in a non-equilibrium geometry.

As for the relative energy (zero: lowest compared OMol25 entry of this formula, charge and spin): 62.6 kcal/mol. The net charge is -1. Its electronic energy is -19087.424 eV. For the HOMO energy, the calculation gives -3.58 eV.

Each line ends with the Mulliken charge.
Geometry (Å):
C1 -0.8213 -1.5555 0.6324  -1.005
C2 0.5166 -1.4551 0.5422  -0.061
C3 -1.5853 -0.4724 0.0688  -0.250
C4 -0.5665 0.9712 0.4789  0.159
C5 0.7608 0.8641 -0.2643  0.549
N1 1.1613 -0.5833 -0.2735  0.353
O1 2.5608 -0.6143 -0.2365  -0.729
O2 -1.8648 -0.5594 -1.3518  -0.579
O3 -0.4075 1.1366 1.8480  -0.596
O4 -1.3207 2.0214 0.0527  -0.643
O5 0.4732 1.1733 -1.6878  -0.548
O6 1.7194 1.5546 0.3156  -0.916
H1 -1.2164 -2.2706 1.1818  0.508
H2 1.2793 -2.2038 0.9351  0.325
H3 -2.6306 -0.3717 0.3795  0.406
H4 -0.9693 -0.6404 -1.5939  0.449
H5 0.3179 1.6251 2.0251  0.357
H6 -1.4345 1.9028 -0.8770  0.446
H7 1.1959 1.8720 -1.8501  0.356
H8 2.6609 0.5431 0.1701  0.419

***

Entry 5:
Density functional theory data (wB97M-V/def2-TZVPD) for 2 unconnected molecules or ions with the total composition C6H15N2O2S2 in a non-equilibrium geometry.

As for the relative energy (zero: lowest compared OMol25 entry of this formula, charge and spin): 55.1 kcal/mol. The net charge is +1. Its electronic energy is -35200.757 eV. For the HOMO energy (alpha / beta), the calculation gives -10.82 / -10.82 eV.

Each line ends with the Mulliken charge.
Geometry (Å):
C1 1.5303 1.5761 0.4202  0.983
C2 1.0542 -0.3386 -1.0827  -1.066
C3 -1.3575 -2.7268 -0.5064  -0.711
C4 2.9424 1.1841 0.7757  -0.785
C5 -0.6442 1.0902 -0.3800  -0.880
C6 -1.5007 -0.6600 0.8887  0.177
N1 0.6926 0.8894 -0.3104  0.200
N2 -2.0961 -1.5012 0.0401  -0.081
O1 1.1978 2.7721 0.9272  -0.440
O2 -2.2164 -0.0474 1.7867  -0.426
S1 2.8862 -0.3012 1.8492  -0.193
S2 -1.3821 1.1069 -1.9891  -0.131
H1 1.7159 -1.1037 -0.5577  0.290
H2 0.0944 -0.8821 -1.3553  0.234
H3 1.7480 -0.1788 -1.9265  0.408
H4 -0.2338 -2.5304 -0.3756  0.253
H5 -1.7082 -3.6133 0.1036  0.304
H6 -1.5635 -2.7685 -1.6488  0.284
H7 3.6288 1.0683 -0.0180  0.359
H8 3.2627 1.9200 1.5196  0.352
H9 -1.0689 1.9705 0.2008  0.303
H10 -0.5276 -0.9837 1.4527  0.237
H11 -3.0828 -1.4381 -0.2053  0.214
H12 0.3369 3.1499 0.5585  0.392
H13 -2.9880 0.2954 1.3180  0.366
H14 2.7139 0.1295 3.1101  0.179
H15 -2.1432 2.1337 -1.5994  0.179

***

Entry 6:
Density functional theory data (wB97M-V/def2-TZVPD) for 2 unconnected molecules or ions with the total composition C2 in a non-equilibrium geometry.

As for the relative energy (zero: lowest compared OMol25 entry of this formula, charge and spin): 171.0 kcal/mol. Its electronic energy is -2057.316 eV. For the HOMO energy, the calculation gives -8.09 eV.

Each line ends with the Mulliken charge.
Geometry (Å):
C1 0.0000 0.0000 1.3371  0.000
C2 0.0000 0.0000 -1.3371  0.000

***

Entry 7:
Density functional theory data (wB97M-V/def2-TZVPD) for a molecular structure, C3H2F2O in a non-equilibrium geometry.

As for the relative energy (zero: lowest compared OMol25 entry of this formula, charge and spin): 117.7 kcal/mol. Its electronic energy is -10619.874 eV. For the HOMO energy (alpha / beta), the calculation gives -8.57 / -8.54 eV.

Each line ends with the Mulliken charge.
Geometry (Å):
C1 -1.1673 0.4738 0.4982  -0.133
C2 0.7936 0.6972 0.4644  -0.094
C3 0.4428 -0.5925 -0.3430  0.343
O1 -0.8975 -0.7453 0.1017  -0.205
F1 1.2959 1.6802 -0.2638  -0.174
F2 1.1612 -1.6931 -0.0373  -0.247
H1 -2.0981 0.6507 1.0134  0.277
H2 0.4695 -0.4710 -1.4337  0.233

***

Entry 8:
Density functional theory data (wB97M-V/def2-TZVPD) for C5H8O2 in the gas phase.

As for the relative energy (zero: lowest compared OMol25 entry of this formula, charge and spin): 55.5 kcal/mol. Its electronic energy is -9407.424 eV. The structure (SMILES) is C[C@@H]1[C@H](O)[C@@H]2O[C@H]12. For the HOMO energy, the calculation gives -9.79 eV.

Each line ends with the Mulliken charge.
Geometry (Å):
C1 1.7304 -0.6036 0.2972  -1.318
C2 0.4552 0.1863 0.5218  0.326
C3 -0.9542 -0.5053 0.4134  -0.355
O1 -1.0414 -1.6263 -0.4159  -0.569
C4 -1.4442 0.7823 -0.2808  -0.215
O2 -0.7637 0.7312 -1.5373  -0.483
C5 -0.0743 1.2813 -0.4060  -0.376
H1 2.5775 0.0609 0.0954  0.330
H2 1.6398 -1.3197 -0.5235  0.284
H3 1.9668 -1.1701 1.2049  0.363
H4 0.4905 0.6602 1.5119  0.326
H5 -1.4019 -0.7681 1.3739  0.440
H6 -0.9045 -1.2751 -1.3128  0.380
H7 -2.3898 1.3121 -0.2201  0.431
H8 0.2876 2.2963 -0.5368  0.434

***

Look up the electronic energy of the fourth one.
-19087.424 eV